Computed, not measured: a cluster of 17 separate species, C20H74N10O17 in total, with the ωB97M-V functional and the def2-TZVPD basis.

As for the charge: 0. Its HOMO-LUMO gap is 0.301 Ha. As for the spin multiplicity: 1. Its energy above the lowest of the compared OMol25 structures with the same formula, charge and spin is 0.0 kcal/mol.

Structure (XYZ):
```
121
C20H74N10O17, DFT the ωB97M-V functional and the def2-TZVPD basis
C -7.892 -10.824 -10.429
C -6.577 -11.054 -9.662
O -6.950 -11.181 -8.282
H -7.756 -10.773 -11.503
H -8.533 -10.017 -10.058
H -8.446 -11.732 -10.197
H -5.871 -10.258 -9.811
H -6.084 -12.005 -9.970
H -6.695 -10.354 -7.856
C -6.775 -13.594 -2.779
C -7.719 -12.395 -2.666
O -8.924 -12.725 -1.984
H -6.178 -13.875 -1.901
H -6.089 -13.341 -3.547
H -7.269 -14.529 -3.086
H -7.951 -12.024 -3.704
H -7.382 -11.522 -2.049
H -9.563 -12.944 -2.612
C -5.651 -10.775 -5.008
C -5.658 -9.746 -3.920
O -6.231 -8.553 -4.444
H -5.040 -11.603 -4.752
H -5.249 -10.276 -5.864
H -6.638 -11.093 -5.458
H -4.705 -9.423 -3.501
H -6.280 -9.887 -3.086
H -6.895 -8.188 -3.857
C -8.082 -9.955 0.524
O -7.060 -9.449 -0.362
N -8.861 -10.891 0.130
N -8.336 -9.500 1.728
H -8.631 -11.446 -0.685
H -9.612 -11.364 0.673
H -7.862 -8.566 2.017
H -9.256 -9.589 2.037
C -3.294 -13.653 -2.484
O -3.579 -13.251 -3.700
N -3.669 -13.062 -1.435
N -2.659 -14.787 -2.261
H -4.065 -12.122 -1.488
H -3.698 -13.458 -0.467
H -2.487 -15.515 -3.031
H -2.437 -15.139 -1.287
C -10.250 -12.922 -6.767
O -11.629 -13.280 -6.830
N -9.638 -12.287 -7.742
N -9.453 -13.326 -5.807
H -10.273 -12.113 -8.589
H -8.685 -12.036 -7.895
H -9.822 -13.975 -5.074
H -8.439 -13.223 -5.792
C -6.283 -7.782 -8.224
O -7.057 -7.670 -9.309
N -5.135 -7.116 -8.162
N -6.684 -8.446 -7.163
H -4.921 -6.486 -8.939
H -4.494 -7.215 -7.387
H -7.656 -8.826 -7.209
H -6.329 -8.305 -6.231
C -7.492 -5.743 -3.863
O -8.375 -6.765 -4.077
N -6.254 -5.831 -4.106
N -7.833 -4.510 -3.522
H -5.931 -6.805 -4.261
H -5.600 -5.165 -3.655
H -8.853 -4.308 -3.465
H -7.189 -3.882 -2.908
C -2.047 -10.582 -3.928
O -1.940 -9.366 -4.721
H -3.104 -10.856 -3.708
H -1.562 -10.513 -2.963
H -1.496 -11.310 -4.471
H -1.134 -9.422 -5.256
C -3.350 -6.340 -5.189
O -3.621 -7.422 -5.954
H -3.664 -6.450 -4.147
H -3.679 -5.460 -5.677
H -2.290 -6.304 -4.970
H -3.123 -8.208 -5.642
C -2.808 -11.680 -6.936
O -3.402 -11.983 -8.187
H -1.897 -11.175 -7.142
H -2.432 -12.549 -6.443
H -3.386 -11.020 -6.312
H -3.527 -11.152 -8.669
C -0.335 -7.411 -2.817
O -1.724 -7.704 -2.506
H 0.261 -7.028 -1.963
H -0.285 -6.801 -3.769
H 0.232 -8.322 -3.084
H -2.038 -8.246 -3.214
C -5.414 -6.887 -1.036
O -4.282 -6.248 -1.524
H -5.611 -7.691 -1.674
H -6.212 -6.254 -1.046
H -5.277 -7.407 -0.028
H -3.459 -6.738 -1.323
C -9.412 -9.352 -5.856
O -9.217 -9.317 -7.268
H -9.706 -10.390 -5.607
H -10.222 -8.672 -5.543
H -8.498 -9.098 -5.342
H -9.834 -9.831 -7.714
C -5.455 -14.042 -6.183
O -6.651 -13.380 -6.330
H -5.427 -14.616 -7.105
H -5.464 -14.693 -5.351
H -4.527 -13.479 -6.227
H -6.558 -12.808 -7.098
C -9.723 -9.087 -2.308
O -10.489 -8.912 -1.162
H -10.063 -8.358 -3.098
H -9.601 -10.089 -2.612
H -8.693 -8.812 -2.180
H -10.159 -9.551 -0.490
C -3.891 -10.034 -0.390
O -4.936 -10.686 -1.127
H -2.959 -10.606 -0.333
H -4.277 -9.910 0.611
H -3.719 -9.065 -0.827
H -5.782 -10.292 -0.776
```

=====

Computed, not measured: a cluster of 17 separate species, C20H74N16O17 in total, with the ωB97M-V functional and the def2-TZVPD basis.

As for the charge: 0. Its HOMO-LUMO gap is 0.320 Ha. As for the spin multiplicity: 1. Its energy above the lowest of the compared OMol25 structures with the same formula, charge and spin is 101.1 kcal/mol.

Structure (XYZ):
```
127
C20H74N16O17, DFT the ωB97M-V functional and the def2-TZVPD basis
C 1.070 -0.035 0.000
C -0.195 -0.939 0.288
O -1.308 -0.101 0.584
H 0.802 0.576 -0.808
H 1.824 -0.578 -0.474
H 1.523 0.552 0.839
H 0.038 -1.513 1.158
H -0.346 -1.604 -0.612
H -1.999 -0.698 0.680
C -2.601 -3.110 0.279
C -3.223 -3.094 1.626
O -2.966 -1.808 2.174
H -1.550 -3.140 0.257
H -2.969 -2.321 -0.418
H -2.752 -4.036 -0.228
H -2.742 -3.845 2.250
H -4.239 -3.427 1.561
H -3.857 -1.368 2.146
C 2.666 2.741 -3.173
C 1.475 3.359 -2.572
O 0.457 3.583 -3.493
H 3.421 2.465 -2.531
H 3.123 3.448 -3.905
H 2.337 1.821 -3.664
H 1.696 4.135 -1.898
H 1.054 2.591 -1.847
H -0.478 3.519 -3.065
C -1.986 3.021 -1.397
O -2.366 3.927 -0.356
N -1.495 1.792 -1.312
N -2.354 3.254 -2.650
H -1.365 1.357 -0.413
H -0.888 1.353 -2.076
H -2.847 4.146 -2.937
H -2.320 2.560 -3.506
C -0.608 1.030 -4.444
O 0.288 1.455 -5.420
N -1.943 1.211 -4.565
N -0.215 0.534 -3.278
H -2.257 1.489 -5.518
H -2.721 0.742 -4.049
H 0.765 0.446 -3.059
H -0.703 -0.243 -2.949
C -5.369 -0.986 0.756
O -5.857 -1.959 -0.079
N -4.617 -0.113 0.278
N -5.604 -0.937 2.043
H -4.362 -0.250 -0.727
H -4.069 0.496 0.822
H -6.329 -1.550 2.489
H -5.376 -0.172 2.636
C 3.463 -1.405 -2.967
O 2.695 -0.271 -3.053
N 4.542 -1.584 -2.278
N 3.278 -2.447 -3.748
H 4.956 -0.761 -1.846
H 5.269 -2.359 -2.289
H 2.461 -2.455 -4.415
H 4.096 -3.031 -3.841
C -2.499 2.469 2.788
O -3.669 3.285 2.772
N -2.425 1.230 3.097
N -1.369 2.990 2.468
H -3.210 0.770 3.551
H -1.643 0.652 2.700
H -1.337 3.982 2.367
H -0.511 2.487 2.478
C -3.240 -0.820 -2.579
O -1.967 -1.319 -2.435
N -4.180 -1.608 -2.919
N -3.608 0.411 -2.475
H -4.060 -2.576 -2.882
H -5.175 -1.327 -3.021
H -2.882 1.082 -2.110
H -4.523 0.852 -2.670
C 0.420 1.100 4.643
O 0.724 1.330 3.330
N -0.736 0.854 5.157
N 1.372 1.055 5.552
H -1.580 0.990 4.450
H -0.969 0.905 6.139
H 2.276 1.144 5.127
H 1.141 0.835 6.503
C 2.018 -3.533 -0.433
O 1.223 -4.027 0.622
N 3.226 -3.093 -0.367
N 1.649 -3.673 -1.705
H 3.793 -3.137 0.555
H 3.748 -2.657 -1.143
H 0.678 -4.051 -1.891
H 2.230 -3.418 -2.570
C 1.086 3.820 0.891
O 1.209 5.222 0.943
H 1.049 3.319 1.919
H 2.023 3.483 0.467
H 0.261 3.460 0.310
H 0.483 5.526 1.413
C 0.052 -2.435 -4.354
O 1.053 -3.212 -4.949
H 0.140 -2.149 -3.303
H -0.932 -2.895 -4.404
H -0.022 -1.465 -4.861
H 0.811 -4.148 -4.836
C 4.460 0.805 -0.207
O 5.700 0.261 -0.669
H 3.640 0.943 -0.954
H 4.591 1.782 0.345
H 3.876 0.162 0.458
H 6.315 0.443 0.062
C -0.879 -2.378 4.194
O -0.811 -1.815 5.498
H -0.154 -3.248 4.145
H -0.639 -1.616 3.471
H -1.844 -2.757 4.058
H -0.762 -0.865 5.302
C 2.827 -1.501 3.282
O 2.056 -2.659 3.011
H 3.078 -1.186 2.343
H 3.805 -1.697 3.752
H 2.341 -0.700 3.836
H 1.342 -2.457 2.389
C 3.651 1.806 3.015
O 4.025 1.432 4.304
H 3.159 1.090 2.394
H 4.564 2.296 2.613
H 2.883 2.612 3.059
H 4.224 2.074 4.954
```

=====

Computed, not measured: a cluster of 2 separate species, C21H10Cl4NO3 in total, with the ωB97M-V functional and the def2-TZVPD basis.

As for the charge: -1. Its HOMO-LUMO gap is 0.178 Ha. As for the spin multiplicity: 1. Its energy above the lowest of the compared OMol25 structures with the same formula, charge and spin is 2.3 kcal/mol.

Structure (XYZ):
```
39
C21H10Cl4NO3, DFT the ωB97M-V functional and the def2-TZVPD basis
Cl 2.075 0.694 2.344
C 0.689 1.667 2.541
C 0.802 3.002 2.786
Cl 2.295 3.818 2.698
C -0.356 3.808 3.277
O -0.225 4.873 3.871
C -1.677 3.186 3.001
Cl -3.032 4.173 3.291
C -1.783 1.887 2.606
Cl -3.296 1.194 2.268
C -0.611 0.954 2.663
O -0.706 -0.186 3.120
C 2.884 -2.851 0.214
C 2.784 -1.686 -0.554
C 1.655 -0.880 -0.456
C 0.569 -1.263 0.377
C -0.622 -0.444 0.477
C -0.796 0.617 -0.554
O -0.810 1.827 -0.312
C -0.879 0.131 -1.991
C -1.045 -1.223 -2.329
C -0.878 -1.667 -3.640
C -0.626 -0.743 -4.657
C -0.573 0.624 -4.350
C -0.713 1.060 -3.030
C -1.792 -1.101 0.846
N -2.755 -1.741 1.073
C 0.670 -2.468 1.114
C 1.822 -3.245 1.036
H 3.791 -3.456 0.167
H 3.589 -1.393 -1.234
H 1.588 0.050 -1.029
H -1.265 -1.940 -1.536
H -0.935 -2.736 -3.854
H -0.480 -1.086 -5.684
H -0.408 1.357 -5.142
H -0.660 2.123 -2.785
H -0.168 -2.770 1.746
H 1.880 -4.165 1.620
```

=====

Computed, not measured: a structure of composition C21H12Cl2GaIN2O3S, with the ωB97M-V functional and the def2-TZVPD basis.

As for the charge: 0. Its HOMO-LUMO gap is 0.263 Ha. As for the spin multiplicity: 1.

Structure (XYZ):
```
43
C21H12Cl2GaIN2O3S, DFT the ωB97M-V functional and the def2-TZVPD basis
Ga -0.251 0.375 -0.383
Cl -5.085 -4.336 0.797
C -3.911 -3.103 0.969
C -3.195 -3.019 2.159
C -2.027 -2.240 2.304
I -1.014 -2.355 4.082
C -1.674 -1.381 1.238
O -0.549 -0.738 1.203
C -2.487 -1.375 0.078
N -2.148 -0.466 -0.892
C -2.888 -0.306 -2.007
C -4.061 -1.078 -2.212
C -4.370 -2.098 -1.306
C -3.643 -2.219 -0.097
H -3.565 -3.666 2.940
H -2.506 0.463 -2.692
H -4.578 -1.051 -3.184
H -5.194 -2.799 -1.523
S 0.057 1.436 -2.545
C 0.861 -0.070 -2.738
C 1.549 -0.410 -3.947
C 2.276 -1.588 -3.975
C 2.190 -2.484 -2.873
C 1.359 -2.143 -1.811
N 0.729 -0.965 -1.745
H 1.491 0.314 -4.780
H 2.905 -1.892 -4.818
H 2.805 -3.391 -2.820
H 1.234 -2.837 -1.000
Cl 4.790 5.444 4.001
C 3.721 4.418 3.161
C 2.346 4.709 3.120
C 1.472 3.802 2.471
C 2.007 2.734 1.773
C 3.335 2.352 1.950
C 4.199 3.190 2.652
C 1.092 1.874 0.977
O 1.620 0.921 0.313
O -0.171 2.043 0.960
H 1.988 5.610 3.562
H 0.405 3.968 2.434
H 3.630 1.429 1.473
H 5.255 2.928 2.731
```

=====

Computed, not measured: a structure of composition C21H13AsF12I2N4OS2SbTi, with the ωB97M-V functional and the def2-TZVPD basis.

As for the charge: +1. Its HOMO-LUMO gap is 0.225 Ha. As for the spin multiplicity: 1. Its energy above the lowest of the compared OMol25 structures with the same formula, charge and spin is 24.9 kcal/mol.

Structure (XYZ):
```
58
C21H13AsF12I2N4OS2SbTi, DFT the ωB97M-V functional and the def2-TZVPD basis
Ti -0.002 -0.908 -0.525
I -2.894 -5.286 5.012
C -2.019 -3.905 3.722
C -1.667 -2.649 4.188
C -1.071 -1.736 3.332
I -0.618 0.155 4.113
C -0.812 -2.077 2.006
O -0.241 -1.212 1.125
C -1.198 -3.337 1.537
C -0.877 -3.775 0.131
N -1.041 -2.728 -0.913
C -2.442 -2.463 -1.346
C -2.925 -1.121 -0.879
C -4.262 -0.783 -0.922
C -4.647 0.488 -0.533
C -3.678 1.371 -0.075
C -2.368 0.962 -0.043
N -1.989 -0.257 -0.466
C -1.795 -4.239 2.398
H -1.850 -2.374 5.217
H -1.491 -4.636 -0.125
H 0.164 -4.092 0.099
H -0.549 -3.081 -1.728
H -3.108 -3.245 -0.988
H -2.476 -2.470 -2.434
H -4.988 -1.508 -1.267
H -5.687 0.782 -0.583
H -3.935 2.371 0.245
H -1.590 1.612 0.326
H -2.079 -5.219 2.034
S 2.845 1.479 2.058
C 3.129 2.939 1.118
C 4.217 3.556 0.540
C 3.981 4.788 -0.070
C 5.088 5.507 -0.646
N 5.972 6.084 -1.102
C 2.694 5.356 -0.111
C 1.601 4.706 0.464
C 1.858 3.500 1.077
S 0.911 2.324 1.985
C 2.485 6.637 -0.732
N 2.280 7.667 -1.202
H 5.209 3.128 0.548
H 0.613 5.146 0.432
F 1.870 -0.469 -0.845
As 2.969 -2.043 -0.871
F 1.459 -2.707 -1.599
F 3.463 -1.623 -2.420
F 3.668 -3.567 -0.785
F 4.188 -1.185 -0.100
F 2.109 -2.318 0.609
F 0.129 1.145 -1.173
Sb 0.304 1.060 -3.203
F 0.277 2.906 -3.233
F -1.567 1.030 -3.129
F -0.104 -0.905 -2.484
F 0.354 0.181 -4.820
F 2.131 1.037 -2.962
```

=====

Computed, not measured: a structure of composition C21H13Br4N3O6W, with the ωB97M-V functional and the def2-TZVPD basis.

As for the charge: 0. Its HOMO-LUMO gap (alpha / beta) is 0.204 / 0.235 Ha. As for the spin multiplicity: 3. Its energy above the lowest of the compared OMol25 structures with the same formula, charge and spin is 28.4 kcal/mol.

Structure (XYZ):
```
48
C21H13Br4N3O6W, DFT the ωB97M-V functional and the def2-TZVPD basis
W 0.488 -0.257 1.009
Br -0.791 -6.180 4.293
C -0.652 -4.361 3.842
C -1.228 -3.392 4.659
Br -2.127 -3.877 6.239
C -1.131 -2.044 4.308
Br -1.905 -0.686 5.357
C -0.448 -1.649 3.166
O -0.271 -0.379 2.783
C 0.151 -2.640 2.338
O 0.815 -2.200 1.283
C 0.031 -3.983 2.687
Br 0.844 -5.241 1.555
O -1.357 -0.819 0.513
C -1.783 -1.199 -0.650
C -1.049 -1.107 -1.851
C -1.672 -1.408 -3.074
C -0.985 -1.298 -4.269
C 0.375 -0.946 -4.295
C 1.020 -0.666 -3.112
C 0.340 -0.709 -1.889
O 0.938 -0.394 -0.743
N -1.681 -1.528 -5.491
O -2.864 -1.827 -5.425
O -1.064 -1.385 -6.536
H -2.797 -1.600 -0.689
H -2.710 -1.710 -3.097
H 0.884 -0.906 -5.242
H 2.065 -0.401 -3.095
C 2.439 0.283 1.899
H 2.277 0.905 2.802
H 3.201 0.831 1.330
H 2.972 -0.607 2.277
N -1.214 3.676 0.810
C -1.235 2.365 1.198
N -0.148 1.700 0.748
C 0.580 2.641 0.011
C 1.761 2.498 -0.712
C 2.290 3.635 -1.304
C 1.655 4.869 -1.203
C 0.452 5.015 -0.537
C -0.081 3.884 0.072
H -1.901 4.370 1.049
H -2.018 1.928 1.795
H 2.241 1.531 -0.819
H 3.222 3.565 -1.841
H 2.110 5.733 -1.662
H -0.039 5.972 -0.484
```

=====

Computed, not measured: a structure of composition C21H13BrIN5S2Zr, with the ωB97M-V functional and the def2-TZVPD basis.

As for the charge: +2. Its HOMO-LUMO gap (alpha / beta) is 0.150 / 0.150 Ha. As for the spin multiplicity: 1. Its energy above the lowest of the compared OMol25 structures with the same formula, charge and spin is 1.0 kcal/mol.

Structure (XYZ):
```
44
C21H13BrIN5S2Zr, DFT the ωB97M-V functional and the def2-TZVPD basis
Zr 0.055 -0.375 0.513
S 0.848 0.984 2.493
C 1.973 -0.329 2.662
S 1.854 -1.670 1.585
C 2.953 -0.346 3.667
C 3.216 0.712 4.545
N 3.462 1.586 5.314
C 3.953 -1.356 3.673
N 4.839 -2.162 3.647
C 2.976 0.385 -4.394
C 1.922 -0.446 -4.731
C 1.083 -0.940 -3.764
C 1.321 -0.699 -2.414
C 2.458 0.026 -2.021
C 3.272 0.565 -3.042
N 0.510 -1.238 -1.421
N -0.130 -2.366 -1.853
C -0.860 -2.950 -0.886
C -1.474 -4.211 -1.052
C -2.132 -4.756 -0.014
C -2.196 -4.071 1.266
C -1.566 -2.873 1.367
N -0.904 -2.295 0.318
H 3.574 0.828 -5.161
H 1.760 -0.809 -5.728
H 0.266 -1.615 -4.011
H 2.736 0.149 -0.976
H 4.201 1.111 -2.724
H -1.353 -4.634 -2.055
H -2.559 -5.766 -0.160
H -2.819 -4.450 2.126
H -1.563 -2.224 2.253
Br -2.499 0.630 0.903
C -2.569 2.571 0.995
C -3.467 3.203 1.841
C -3.634 4.587 1.827
C -2.882 5.345 0.962
C -1.974 4.729 0.071
C -1.807 3.338 0.109
I -0.327 2.395 -1.187
H -4.016 2.561 2.569
H -4.236 5.122 2.570
H -2.931 6.462 0.926
H -1.337 5.291 -0.606
```